Entry 1:
# C5H11N2S

A cluster of 2 separate species, C5H11N2S in total at a distorted geometry (wB97M-V/def2-TZVPD, the OMol25 dataset).

The geometry in XYZ format:
```
19
Properties=species:S:1:pos:R:3:lowdin_charge:R:1
S -2.01 0.51 0.53 0.7475
C -2.13 -0.24 2.17 -0.4120
C -1.80 2.23 1.05 -0.4120
H -2.27 -1.32 2.03 0.0413
H -3.00 0.16 2.73 0.0514
H -1.22 -0.06 2.76 0.0449
H -2.67 2.58 1.63 0.0514
H -0.89 2.35 1.67 0.0449
H -1.70 2.85 0.15 0.0413
C 2.94 -1.04 -1.43 -0.0287
C 2.17 -0.49 -0.44 -0.0237
C 0.83 -1.07 -2.12 -0.0437
N 2.08 -1.39 -2.44 0.0949
N 0.87 -0.53 -0.90 0.0926
H 4.02 -1.22 -1.48 0.1424
H 2.43 -0.09 0.54 0.1430
H -0.06 -1.23 -2.73 0.1698
H 2.36 -1.83 -3.34 0.2003
H 0.04 -0.18 -0.39 0.0544
```

total charge	+1
energy above the lowest of the compared OMol25 structures with the same formula, charge and spin	0.0	kcal/mol

***

Entry 2:
# C62H88O54

A cluster of 18 separate species, C62H88O54 in total at a distorted geometry (wB97M-V/def2-TZVPD, the OMol25 dataset).

The geometry in XYZ format:
```
204
Properties=species:S:1:pos:R:3:lowdin_charge:R:1
C -2.82 17.84 -3.42 -0.1042
C -1.74 18.93 -3.62 -0.1101
O -1.72 19.56 -2.37 0.0538
C -2.72 19.14 -1.60 -0.5602
O -3.08 19.63 -0.51 0.1002
O -3.39 18.15 -2.18 0.0924
H -2.37 16.85 -3.35 0.1311
H -3.60 17.85 -4.18 0.1129
H -2.10 19.60 -4.40 0.1128
H -0.84 18.37 -3.88 0.1221
C 5.61 11.38 -7.59 -0.1716
C 6.95 11.88 -7.17 -0.0674
O 6.67 13.31 -7.11 0.0948
C 5.39 13.50 -6.98 -0.5521
O 4.88 14.52 -6.50 0.0962
O 4.74 12.34 -7.16 0.0593
H 5.52 10.42 -7.08 0.1313
H 5.48 11.28 -8.67 0.1374
H 7.78 11.65 -7.83 0.1387
H 7.21 11.40 -6.22 0.1374
C 5.42 18.47 -8.01 -0.1404
C 5.17 19.01 -6.69 -0.1046
O 6.45 18.94 -5.97 0.0524
C 7.41 18.70 -6.88 -0.5789
O 8.60 18.73 -6.70 0.1503
O 6.82 18.33 -8.01 0.0869
H 4.98 19.16 -8.73 0.1167
H 5.00 17.47 -8.09 0.1292
H 4.47 18.42 -6.10 0.1118
H 4.87 20.06 -6.72 0.1156
C -3.62 10.68 -8.03 -0.1260
C -4.44 10.35 -6.86 -0.1371
O -5.76 10.35 -7.29 0.1463
C -5.78 10.31 -8.53 -0.6001
O -6.86 10.00 -9.14 0.0606
O -4.58 10.50 -9.02 0.1013
H -2.83 9.94 -8.15 0.1283
H -3.29 11.72 -7.98 0.1353
H -4.25 11.06 -6.06 0.1136
H -4.11 9.39 -6.45 0.1428
C -1.07 21.60 -7.31 -0.1264
C -0.31 20.54 -6.50 -0.1105
O -1.05 19.37 -6.78 0.0410
C -1.69 19.56 -7.93 -0.5574
O -2.22 18.63 -8.51 0.1301
O -1.76 20.85 -8.19 0.1085
H -0.37 22.37 -7.63 0.1340
H -1.88 22.06 -6.74 0.1298
H -0.22 20.86 -5.46 0.1327
H 0.69 20.40 -6.90 0.1017
C 1.85 9.63 -8.39 -0.1264
C 0.64 8.77 -8.57 -0.0913
O -0.40 9.72 -8.43 0.0895
C 0.04 10.85 -7.98 -0.5585
O -0.55 11.94 -7.90 0.1002
O 1.35 10.71 -7.60 0.0304
H 2.30 9.97 -9.32 0.1278
H 2.57 9.13 -7.74 0.1320
H 0.66 7.92 -7.88 0.1443
H 0.63 8.36 -9.58 0.1378
C -1.74 12.29 -2.58 -0.2049
C -3.04 12.14 -3.35 -0.1088
O -2.72 11.24 -4.39 0.0762
C -1.43 10.90 -4.31 -0.4266
O -0.70 10.27 -5.12 0.0973
O -0.92 11.40 -3.14 0.0720
H -2.04 12.09 -1.55 0.1395
H -1.44 13.33 -2.72 0.1288
H -3.08 13.18 -3.66 0.1158
H -3.92 11.83 -2.79 0.1463
C 1.66 20.51 -11.46 -0.0862
C 2.97 19.85 -11.61 -0.1108
O 3.40 19.65 -10.28 0.0443
C 2.42 19.94 -9.40 -0.5684
O 2.58 19.97 -8.22 0.1455
O 1.38 20.45 -10.04 0.0916
H 0.83 20.13 -12.06 0.1008
H 1.69 21.54 -11.83 0.1402
H 3.75 20.52 -11.97 0.1395
H 3.04 18.94 -12.21 0.1395
C 1.37 13.86 -10.27 -0.1355
C 2.33 13.30 -9.26 -0.0882
O 3.11 14.48 -9.11 0.0660
C 2.61 15.54 -9.76 -0.6128
O 3.01 16.67 -9.68 0.1525
O 1.65 15.17 -10.52 0.1095
H 0.37 13.93 -9.83 0.1355
H 1.26 13.24 -11.15 0.1437
H 2.91 12.40 -9.49 0.1274
H 1.83 13.15 -8.31 0.1128
C -4.76 15.73 -7.81 -0.1432
C -5.20 16.71 -6.71 -0.1170
O -5.23 15.93 -5.54 0.0664
C -5.17 14.62 -5.86 -0.4251
O -5.22 13.66 -5.01 0.0692
O -4.92 14.49 -7.21 0.0523
H -3.70 15.74 -8.05 0.1216
H -5.35 15.87 -8.71 0.1381
H -6.19 17.01 -7.06 0.1334
H -4.56 17.60 -6.72 0.1165
C 7.48 15.78 -4.18 0.0038
C 6.65 16.51 -3.15 -0.3254
C 5.23 16.78 -3.62 -0.0982
O 4.49 16.39 -2.51 0.0451
C 5.24 15.71 -1.63 -0.4814
O 4.81 15.33 -0.52 0.1021
O 6.48 15.57 -2.15 0.0916
H 7.80 16.69 -4.68 0.0772
H 6.97 15.14 -4.91 0.0720
H 8.41 15.29 -3.91 0.0936
H 7.10 17.40 -2.71 0.1695
H 4.92 16.09 -4.40 0.1268
H 5.11 17.85 -3.76 0.1350
C 2.18 15.07 1.65 -0.0160
C 1.07 14.17 1.26 -0.3495
C 0.91 13.94 -0.24 -0.0549
O 1.62 12.70 -0.38 0.0454
C 1.95 12.18 0.81 -0.5321
O 2.41 11.08 0.99 0.1456
O 1.60 13.03 1.81 0.0717
H 2.06 16.01 1.11 0.0746
H 3.13 14.74 1.23 0.0878
H 2.31 15.20 2.73 0.1027
H 0.11 14.40 1.72 0.1566
H 1.53 14.62 -0.84 0.1206
H -0.11 13.76 -0.56 0.1202
C 3.95 24.93 -4.34 -0.0226
C 3.93 24.18 -5.70 -0.3182
C 3.20 22.90 -5.48 -0.0313
O 2.18 23.06 -6.56 0.0706
C 2.15 24.31 -6.99 -0.6243
O 1.38 24.78 -7.80 0.1394
O 3.06 25.01 -6.39 0.1059
H 4.32 25.95 -4.39 0.0852
H 4.59 24.42 -3.62 0.0896
H 2.99 25.10 -3.87 0.0934
H 4.90 24.04 -6.17 0.1653
H 2.74 22.88 -4.50 0.1333
H 3.96 22.14 -5.63 0.1300
C -3.31 23.08 -2.30 0.0130
C -4.46 22.64 -3.30 -0.2684
C -4.45 23.23 -4.69 -0.0432
O -4.87 22.01 -5.40 0.0772
C -4.77 20.92 -4.68 -0.6091
O -4.98 19.78 -5.08 0.1182
O -4.37 21.22 -3.48 0.1041
H -3.22 24.17 -2.30 0.0783
H -2.29 22.71 -2.44 0.0825
H -3.71 22.77 -1.34 0.0839
H -5.47 22.91 -3.00 0.1574
H -3.52 23.54 -5.15 0.1302
H -5.23 23.99 -4.73 0.1378
C 2.12 11.86 -4.35 0.0141
C 3.53 11.34 -3.84 -0.2558
C 3.40 10.37 -2.59 -0.0357
O 3.40 9.13 -3.30 0.0633
C 3.81 9.23 -4.57 -0.5261
O 3.99 8.32 -5.35 0.1157
O 4.06 10.55 -4.89 0.0330
H 2.36 12.37 -5.29 0.0665
H 1.68 12.59 -3.68 0.0769
H 1.40 11.11 -4.67 0.0620
H 4.24 12.11 -3.55 0.1462
H 2.45 10.35 -2.04 0.1323
H 4.27 10.48 -1.94 0.1325
C -0.52 16.19 -6.89 0.0139
C 0.86 15.99 -6.25 -0.2966
C 1.83 17.18 -6.15 -0.0430
O 2.05 17.20 -4.76 0.1007
C 1.37 16.29 -4.15 -0.5628
O 1.49 16.01 -2.93 0.0843
O 0.56 15.64 -4.96 0.1119
H -0.34 16.68 -7.86 0.0760
H -1.16 16.90 -6.37 0.0725
H -1.08 15.27 -7.07 0.0907
H 1.36 15.16 -6.76 0.1493
H 1.45 18.08 -6.62 0.1195
H 2.77 16.99 -6.66 0.1231
C -1.75 19.61 -12.54 0.0075
C -1.36 18.09 -12.52 -0.3429
C -0.61 17.66 -11.29 -0.0827
O -1.26 16.47 -10.83 0.0818
C -2.43 16.36 -11.40 -0.4865
O -3.30 15.50 -11.19 0.1081
O -2.49 17.36 -12.37 0.0557
H -1.68 20.18 -11.61 0.0767
H -2.79 19.70 -12.85 0.0925
H -1.00 20.07 -13.18 0.0665
H -1.01 17.71 -13.48 0.1608
H -0.72 18.40 -10.49 0.1142
H 0.41 17.42 -11.59 0.1325
C 0.42 18.68 0.21 0.0011
C 1.56 18.38 -0.72 -0.2922
C 1.70 19.41 -1.88 -0.1077
O 3.07 19.59 -1.97 0.0479
C 3.70 19.05 -0.87 -0.5451
O 4.90 18.98 -0.68 0.1324
O 2.82 18.50 -0.07 0.1085
H -0.57 18.61 -0.22 0.0664
H 0.61 19.73 0.42 0.0947
H 0.26 18.23 1.18 0.0906
H 1.59 17.40 -1.19 0.1214
H 1.20 20.36 -1.68 0.1349
H 1.46 18.89 -2.81 0.1130
```

***

| no. | HOMO (eV) | HOMO-LUMO gap (Ha) | LUMO energy (eV) |
| --- | --- | --- | --- |
| 1 | -12.2 | 0.3402 | -2.936 |
| 2 | -9.6 | 0.3420 | -0.338 |